1.
The following is a DFT calculation (the ωB97M-V functional and the def2-TZVPD basis) of one molecule with the formula C6H9NO in a non-equilibrium geometry.

Cartesian coordinates (Å):
O  -0.90360  2.48923  0.51515
N  -0.52935  1.09873  2.18443
C  -0.83691  -0.05570  -0.03921
C  -0.09394  -1.34809  0.28355
C  1.39032  -1.14297  0.30497
C  0.69266  -1.23291  -1.01713
C  -0.86104  1.03498  0.97524
C  0.02085  0.10125  -1.34079
H  0.90939  -2.01819  -1.74173
H  -1.88276  -0.25971  -0.31447
H  -0.47337  2.23872  2.30339
H  1.96624  -2.02427  0.59062
H  0.69009  0.97334  -1.38348
H  1.81494  -0.19122  0.63859
H  -0.56005  -2.23010  0.72196
H  -0.59743  0.07954  -2.24490
H  -0.74603  2.48735  -0.43620

The LUMO energy is 0.8 eV. As for the structure (SMILES): [H]/N=C(\O)[C@H]1C[C@H]2C[C@H]21. Its gap between HOMO and LUMO is 0.39724 Ha.

***

2.
The following is a DFT calculation (the ωB97M-V functional and the def2-TZVPD basis) of an isolated ion of composition C8H11N4S and charge +1 in a non-equilibrium geometry.

Cartesian coordinates (Å):
S  0.23709  2.84918  -0.42051
N  -0.52381  1.34880  -0.58923
N  -1.05779  -2.29462  -0.03092
N  -0.29120  -0.12959  0.90879
N  3.03826  -0.43090  -0.71390
C  -2.04495  -2.24491  0.77469
C  -2.05443  -1.34190  1.86297
C  -0.00256  -1.29028  0.18087
C  -0.02093  0.48835  -1.67938
C  1.93903  2.39880  0.17810
C  -1.28064  -0.19570  1.79807
C  1.99068  -0.66797  -1.01035
C  0.62244  -0.89755  -1.29633
H  2.53952  3.14790  -0.30162
H  -1.51239  1.43424  -0.60043
H  0.88464  -1.85794  0.54282
H  2.21544  1.50547  -0.29854
H  -2.81811  -1.48246  2.67625
H  1.95057  2.42905  1.28705
H  -2.86483  -3.09588  0.80221
H  0.80915  1.00761  -2.31749
H  -1.37707  0.55031  2.65584
H  0.46115  -1.58857  -1.99007
H  -0.83926  0.35854  -2.41890

The LUMO energy (spin up / spin down) is -6.3 / -6.0 eV. As for the total charge: +1. Its gap between HOMO and LUMO (spin up / spin down) is 0.23073 / 0.26162 Ha.

***

3.
The following is a DFT calculation (the ωB97M-V functional and the def2-TZVPD basis) of C14H42K6O11P as an isolated structure in a non-equilibrium geometry.

Cartesian coordinates (Å):
K  -1.56489  -3.00922  2.92140
K  -1.68590  1.39230  3.20668
K  -2.02714  1.68434  -0.55924
K  0.00270  -4.72288  0.22459
K  2.47728  -1.97793  -0.63373
K  2.03391  -2.54378  2.84571
P  -0.19524  -0.79605  0.63606
O  0.67578  -0.12352  3.99105
O  1.63987  0.70069  -2.50364
O  -3.82731  -1.70564  2.18733
O  -0.12851  -0.58598  -0.91232
O  0.74059  0.21565  1.36629
O  0.26716  -2.24610  1.08017
O  -1.54819  -0.49149  1.27878
O  3.23325  -0.20114  1.31269
O  -1.94909  -0.15392  -2.75699
O  0.07211  -3.02814  -1.99948
O  -0.08997  2.65910  1.36389
C  4.09185  0.96551  1.29942
C  2.56132  0.84610  5.19704
C  -5.02642  -0.89920  2.17903
C  5.56625  0.62431  1.25421
C  1.00068  3.55691  1.12511
C  0.50684  -2.75851  -3.36312
C  1.15899  1.06203  4.65601
C  -4.04743  -0.32427  -3.86958
C  1.04067  -4.07878  -3.93877
C  -3.11642  -0.97131  -2.86375
C  -6.08209  -1.56565  3.02682
C  0.33937  2.25386  -3.90761
C  1.34600  1.12757  -3.82266
C  1.10848  4.00966  -0.32598
H  0.19437  4.54632  -0.59596
H  2.31675  0.05631  1.55866
H  0.69517  3.14479  -3.38496
H  3.78032  1.63481  0.49262
H  -1.30187  -0.54687  -2.14502
H  0.23443  -4.69357  -4.33084
H  -6.21922  -2.62127  2.80741
H  3.01662  1.82898  5.34994
H  -3.62178  -1.03501  -1.89085
H  -3.67570  -0.46990  -4.88495
H  3.23716  0.48779  4.40789
H  6.05664  1.57484  1.03993
H  -7.03240  -1.04368  2.92830
H  0.44748  1.26087  5.45727
H  1.23616  1.88759  3.93750
H  -4.17748  0.75725  -3.76672
H  -5.08052  -0.67763  -3.86404
H  -0.56256  1.97715  -3.35416
H  -2.84142  -1.97339  -3.19809
H  5.82709  -0.02213  0.41377
H  -5.77579  -1.49073  4.07408
H  0.32041  1.76275  1.29120
H  3.86908  1.46163  2.25480
H  0.79163  -0.05647  3.02578
H  1.71463  -3.83246  -4.75759
H  0.94234  4.41412  1.79599
H  2.24461  1.41967  -4.37003
H  -5.40219  -0.75312  1.15972
H  0.00747  -2.16014  -1.55059
H  -0.33164  -2.26508  -3.85288
H  0.85488  0.41673  -2.01871
H  5.90757  0.17113  2.18038
H  1.99252  4.63465  -0.43751
H  2.52977  0.11061  5.99574
H  0.12988  2.41257  -4.96273
H  -3.19795  -1.20024  1.63705
H  1.94199  3.04445  1.36330
H  1.34725  -2.05456  -3.40536
H  0.98154  0.27904  -4.42104
H  1.60098  -4.59622  -3.16125
H  -4.77133  0.11157  2.52204
H  1.19857  3.18233  -1.03552

The LUMO energy is -9.1 eV. As for the total charge: +3. Its gap between HOMO and LUMO is 0.26750 Ha.

***

4.
The following is a DFT calculation (the ωB97M-V functional and the def2-TZVPD basis) of a 6-piece molecular cluster, C20H56N4O6 overall in a non-equilibrium geometry.

Cartesian coordinates (Å):
O  2.71960  1.22444  -4.68177
O  -3.81797  -4.97830  -2.20435
O  4.74069  1.60228  2.46004
O  -4.31209  -1.66970  1.45865
O  0.01399  3.32890  4.79108
O  0.11274  1.19571  0.92118
N  -5.42621  -1.90590  -1.12985
N  2.23607  2.59785  3.08873
N  5.93910  -0.02079  -3.29730
N  -1.94331  0.13203  2.51002
C  1.66339  3.94447  3.04468
C  -4.75147  -5.46970  -3.20252
C  1.78495  4.31211  1.51280
C  -4.55694  -2.65908  -1.97839
C  4.61183  -0.11827  -3.90028
C  1.04792  0.59150  -1.15158
C  0.18627  3.84816  3.46018
C  -5.45823  -2.48118  1.90648
C  -3.08772  -2.04184  2.20896
C  2.39896  2.55098  -5.06535
C  -4.39881  -4.08142  -1.29211
C  -1.33218  3.32314  5.28024
C  4.90789  0.43138  0.34876
C  -3.21906  -1.97211  -2.15291
C  3.95310  1.26165  -3.87203
C  -0.23273  1.04552  -0.45404
C  -0.56683  -1.76994  2.36735
C  4.67775  0.30360  1.83195
C  3.81865  -1.20653  -3.11361
C  -1.86469  -1.15141  1.86430
H  2.22412  2.22305  4.02654
H  -0.99572  0.28083  -0.59960
H  6.46549  0.60471  -3.89041
H  -0.29401  3.21890  2.71087
H  0.23988  -1.04723  2.24479
H  3.58801  1.48240  -2.86900
H  -1.84947  -1.05920  0.77831
H  -4.81983  -4.71788  -3.98877
H  -4.30194  -6.32796  -3.70193
H  -1.83759  2.54161  4.71290
H  -6.39402  -2.36923  1.35889
H  -5.36688  -4.37256  -0.88446
H  1.41419  2.52718  -5.53199
H  -1.85270  4.28033  5.24927
H  4.27532  -2.19369  -3.18483
H  -2.86102  0.51449  2.33221
H  3.13200  2.95693  -5.76246
H  -5.74388  -5.79902  -2.89467
H  2.25906  4.64520  3.62972
H  2.84155  4.40030  1.26001
H  1.37100  5.29202  1.27508
H  -2.43150  -2.58877  -2.58602
H  -4.99876  -1.60130  -0.26695
H  1.00507  0.30585  -2.20261
H  -0.56203  -2.14332  3.39139
H  -5.55104  -1.06870  -1.68085
H  4.56396  2.12338  -4.14105
H  5.84551  0.51302  -2.44502
H  1.87430  1.26343  -0.91984
H  1.65668  1.95521  2.56774
H  1.40932  -0.34759  -0.73254
H  4.27029  1.09778  -0.23218
H  -0.34950  -2.68207  1.81157
H  -1.34395  2.96257  6.30881
H  -5.12400  -2.71955  -2.90730
H  -3.37306  -1.06254  -2.73349
H  -2.85379  -1.62793  -1.18532
H  5.89743  0.85407  0.17485
H  -5.82568  -2.28786  2.91431
H  -5.23130  -3.54611  1.85617
H  3.72075  -0.90432  -2.07093
H  4.98837  -0.56928  -0.07585
H  2.77471  -1.29926  -3.41311
H  -0.59886  0.85575  1.46859
H  -0.55262  2.03734  -0.77351
H  5.43189  -0.40689  2.17046
H  -3.23834  -2.07509  3.28799
H  -2.86805  -3.07729  1.94880
H  2.34179  3.15858  -4.16222
H  -1.87897  -0.14154  3.48013
H  4.68301  -0.53769  -4.90383
H  1.38924  3.52574  0.87004
H  3.67848  -0.12580  1.90385
H  3.92670  2.11119  2.46474
H  -0.26004  4.84064  3.39785
H  -3.75434  -4.04018  -0.41402

The LUMO energy is 0.5 eV. As for the structure (SMILES): COC[C@H](C)N.COC[C@H](C)N.COC[C@H](C)N.COC[C@H](C)N.CCO.CCO. Its gap between HOMO and LUMO is 0.35290 Ha.

***

5.
The following is a DFT calculation (the ωB97M-V functional and the def2-TZVPD basis) of one molecule with the formula C8H7N3 in a non-equilibrium geometry.

Cartesian coordinates (Å):
N  -0.35360  1.42885  -0.77974
N  -0.55354  -1.58651  -1.29821
N  -0.74020  -1.69986  0.81658
C  0.14314  0.48894  -0.00628
C  1.14260  2.95665  0.35813
C  1.11756  0.66151  0.98380
C  -0.35847  -0.93861  -0.25916
C  0.14234  2.61979  -0.66820
C  -0.94419  -2.80091  -1.01936
C  -1.20941  -2.89206  0.31070
C  1.62429  1.96666  1.16192
H  1.59363  -0.19100  1.80467
H  -1.13716  -3.53903  -1.64348
H  -0.99442  -1.48945  1.77005
H  -1.56711  -3.62316  0.98664
H  1.55796  3.91289  0.27972
H  -0.12219  3.46828  -1.30413
H  2.25350  2.09226  1.76681

The LUMO energy is 0.8 eV. As for the structure (SMILES): c1ccc(-c2ncc[nH]2)nc1. Its gap between HOMO and LUMO is 0.34237 Ha.